Entry 1:
{"formula": "C3H13O5", "method": "ωB97M-V with the def2-TZVPD basis set", "charge": -1, "homo_energy_ha": -0.1779, "species": ["O", "O", "O", "O", "O", "C", "C", "C", "H", "H", "H", "H", "H", "H", "H", "H", "H", "H", "H", "H", "H"], "coordinates": [[-1.0070, -1.1006, 2.4991], [2.2251, 1.9184, -0.2974], [2.4255, -1.2312, -0.5301], [-1.1384, 1.4710, -0.8710], [0.6780, -0.0372, -1.7742], [-1.7110, -0.6599, 0.2342], [-0.5700, -1.1347, 1.0768], [-1.7354, 0.8057, 0.1724], [2.4704, 1.1943, 0.3920], [-1.8503, -0.5667, 2.5957], [1.6909, 1.3061, -0.8682], [0.5726, -0.2551, -2.6361], [-2.7746, 1.1779, 0.0946], [1.5685, -0.9313, -0.8818], [-0.2905, -2.2043, 0.9837], [2.7746, -1.5594, -1.3210], [-1.6389, -1.2195, -0.8751], [0.3308, -0.3640, 0.9185], [-2.7011, -1.1180, 0.6815], [-1.3240, 1.2169, 1.0643], [-0.1961, 1.0934, -1.2605]], "lowdin_charge": [-0.16, -0.15, -0.11, -0.16, -0.32, -0.24, -0.25, -0.40, 0.06, 0.08, -0.02, -0.09, 0.11, -0.07, 0.11, -0.02, 0.17, 0.14, 0.13, 0.10, 0.06]}

---

Entry 2:
{"formula": "C3H14BN3", "method": "ωB97M-V with the def2-TZVPD basis set", "charge": 2, "homo_energy_ha": -0.7064, "species": ["N", "N", "N", "C", "C", "C", "B", "H", "H", "H", "H", "H", "H", "H", "H", "H", "H", "H", "H", "H", "H"], "coordinates": [[-2.0554, -0.0146, 0.9360], [-1.6246, 1.0103, -1.5559], [1.9156, -0.5822, 1.2953], [-0.2811, 1.4834, -1.9458], [-0.8421, -0.7898, 1.3898], [2.8630, -1.1325, 0.3827], [0.6024, -0.4205, 1.2625], [-2.1519, 0.2788, -2.0905], [-0.7546, -1.6536, 0.7482], [2.5341, -0.3050, 2.1044], [-1.6812, 0.6653, -0.3350], [0.0291, 1.7515, -2.9498], [2.9018, -2.2072, 0.5974], [2.5841, -1.0257, -0.6656], [-2.2549, 1.8054, -1.5813], [0.4748, 0.7803, -1.8121], [3.9211, -0.7761, 0.4396], [-2.8849, -0.6083, 1.1259], [-0.9484, -1.3576, 2.3909], [-2.2988, 0.8307, 1.5045], [-0.0477, 2.2674, -1.2410]], "lowdin_charge": [0.02, 0.05, 0.12, -0.06, -0.09, -0.04, 0.06, 0.18, 0.14, 0.21, 0.15, 0.11, 0.12, 0.10, 0.14, 0.05, 0.14, 0.15, 0.19, 0.15, 0.10]}

---

Entry 3:
{"formula": "C3H14N2O", "method": "ωB97M-V with the def2-TZVPD basis set", "charge": 2, "homo_energy_ha": -0.7244, "species": ["O", "N", "N", "C", "C", "C", "H", "H", "H", "H", "H", "H", "H", "H", "H", "H", "H", "H", "H", "H"], "coordinates": [[1.0018, -2.4870, -2.0556], [-0.4454, 2.9573, 0.0424], [0.6766, -1.3182, 0.4941], [-0.8180, -0.9382, 0.8591], [-1.1729, 0.4225, 0.2300], [0.1347, 0.9804, 0.6014], [1.0496, -2.0728, 1.2254], [1.5068, -3.2712, -1.9525], [1.4805, -2.0716, -2.7603], [0.5088, 1.2620, 1.6080], [-1.0459, 0.2949, -0.9896], [-0.0388, 3.2575, -0.9677], [0.8390, -2.0172, -0.3942], [-0.0858, 3.4394, 0.9573], [-2.2786, 0.5957, 0.2846], [-1.3967, 3.4690, 0.2280], [-1.2387, -1.7453, 0.3698], [0.7822, 1.0489, -0.2599], [-0.8901, -1.2843, 1.9243], [1.4310, -0.5218, 0.5554]], "lowdin_charge": [0.00, 0.06, 0.08, -0.11, -0.17, 0.05, 0.22, 0.06, 0.08, 0.15, 0.20, 0.18, 0.16, 0.14, 0.17, 0.15, 0.11, 0.11, 0.17, 0.17]}

---

Entry 4:
{"formula": "C3H14N2O2", "method": "ωB97M-V with the def2-TZVPD basis set", "smiles": "C[C@@H](N)CN.O.O", "homo_energy_ha": -0.3571, "species": ["O", "O", "N", "N", "C", "C", "C", "H", "H", "H", "H", "H", "H", "H", "H", "H", "H", "H", "H", "H", "H"], "coordinates": [[-0.1296, -6.3416, 1.2109], [-0.4116, 3.8329, -3.2210], [1.1163, 2.4563, 0.4463], [-1.3193, 0.9563, 1.0051], [1.0810, 0.9376, 0.3299], [-0.3320, 0.4487, -0.0402], [-0.3253, -1.0195, -0.1815], [0.4732, -1.4398, -0.7677], [-1.2826, -1.3474, -0.5027], [-0.4586, 3.0369, -2.5784], [0.5383, -6.2912, 1.8401], [1.8926, 0.4675, -0.2354], [1.3846, 2.7948, -0.4858], [-0.4099, -7.2561, 0.9882], [0.0457, 2.6736, 0.4679], [1.3799, 0.5849, 1.3459], [-0.7807, 1.4131, 1.7812], [-0.1594, -1.4810, 0.9735], [0.0202, 4.6022, -2.7878], [-0.6782, 0.8455, -1.0185], [-1.6445, 0.1265, 1.4298]], "lowdin_charge": [-0.05, -0.11, -0.02, 0.03, -0.26, -0.49, -0.10, 0.07, 0.06, 0.06, -0.01, 0.11, 0.04, 0.06, 0.08, 0.11, 0.08, 0.15, 0.04, 0.13, 0.03]}

---

Entry 5:
{"formula": "C3H14N2O2", "method": "ωB97M-V with the def2-TZVPD basis set", "smiles": "C[C@@H](N)CN.O.O", "homo_energy_ha": -0.3290, "species": ["O", "O", "N", "N", "C", "C", "C", "H", "H", "H", "H", "H", "H", "H", "H", "H", "H", "H", "H", "H", "H"], "coordinates": [[-0.1829, -6.1613, -1.7591], [0.3669, 4.5544, -0.0055], [-1.4135, 0.0439, 0.7518], [0.9378, 1.3873, 2.0642], [-0.1617, 0.4496, 0.0448], [1.0289, 0.3490, 0.9720], [0.0881, -0.4239, -1.1939], [0.3316, -1.4423, -0.8846], [-0.5442, 4.2471, 0.1223], [0.4648, 5.3821, 0.4833], [0.9807, -0.6204, 1.4570], [-0.7036, -5.4437, -1.4081], [-0.3615, 1.4735, -0.2662], [-0.7103, -0.5120, -1.9366], [0.5806, 0.9328, 2.9006], [-1.3494, -0.9618, 0.9162], [1.9095, 0.7043, 0.4478], [0.8953, 0.0066, -1.7864], [0.3272, 2.1216, 1.7666], [-2.1124, 0.0586, 0.0029], [-0.3718, -6.1453, -2.6891]], "lowdin_charge": [-0.05, -0.07, 0.02, -0.01, -0.47, -0.23, -0.08, 0.07, 0.03, 0.04, 0.11, 0.02, 0.12, 0.07, 0.05, 0.06, 0.11, 0.07, 0.03, 0.06, 0.02]}

---

Entry 6:
{"formula": "C3H14N2O2", "method": "ωB97M-V with the def2-TZVPD basis set", "smiles": "NCCCN.O.O", "homo_energy_ha": -0.3375, "species": ["O", "O", "N", "N", "C", "C", "C", "H", "H", "H", "H", "H", "H", "H", "H", "H", "H", "H", "H", "H", "H"], "coordinates": [[-1.6688, 4.1232, -4.7354], [5.8373, 1.0811, 0.6540], [-0.8465, 0.5350, 2.7177], [-1.0147, -2.6452, -1.1802], [-1.2909, -2.4025, 0.2902], [-0.8001, -1.0237, 0.7548], [-1.1475, -0.7901, 2.2087], [-0.6016, -1.5477, 2.7895], [-1.0730, -3.2651, 0.9115], [-0.7997, -1.7090, -1.5217], [6.7468, 0.7368, 0.6363], [-0.9352, 3.6748, -4.3023], [-1.9275, -2.8141, -1.5849], [-1.3636, 4.8948, -5.2077], [5.9913, 1.8321, 1.2236], [0.2281, -0.7944, 0.4599], [-0.0140, 0.5784, 3.2851], [-2.2261, -0.9216, 2.3336], [-1.5340, 0.9131, 3.3440], [-2.3789, -2.2528, 0.3319], [-1.3480, -0.3298, 0.1027]], "lowdin_charge": [-0.06, -0.06, -0.01, -0.02, -0.28, -0.23, -0.31, 0.11, 0.10, 0.04, 0.04, 0.03, 0.05, 0.02, 0.02, 0.11, 0.06, 0.12, 0.05, 0.10, 0.11]}

---

Entry 7:
{"formula": "C3H14N2O2S", "method": "ωB97M-V with the def2-TZVPD basis set", "charge": -1, "s2": 0.750, "multiplicity": 2, "homo_energy_ha": [0.0304, -0.2400], "species": ["S", "O", "O", "N", "N", "C", "C", "C", "H", "H", "H", "H", "H", "H", "H", "H", "H", "H", "H", "H", "H", "H"], "coordinates": [[-1.4801, -0.8081, 2.4062], [-4.9191, -0.5750, -5.7871], [-0.6964, -1.8813, -5.3244], [1.7722, 2.3739, 1.2575], [1.5598, -0.7238, 3.2341], [0.9854, 0.3104, 2.2898], [0.0101, -0.4092, 1.4501], [2.1023, 0.9643, 1.3640], [2.3019, 0.4863, 0.4654], [-4.0803, -0.7312, -5.5153], [-1.0197, -2.4754, -4.6129], [-5.0958, 0.3603, -5.3533], [0.5168, -1.3774, 1.1952], [3.1571, 0.7772, 1.9842], [1.9900, 2.9233, 2.0758], [-1.3697, -1.4520, -5.8317], [-0.1732, 0.2475, 0.5185], [1.8804, -0.4405, 4.0850], [-1.1250, -0.0398, 3.4471], [2.1099, -1.2953, 2.7402], [0.9722, 2.6643, 0.8254], [0.6011, 1.1013, 3.0861]], "lowdin_charge": [0.57, -0.31, -0.31, -0.01, 0.03, -0.49, -0.59, -0.24, 0.07, -0.13, -0.03, 0.04, 0.09, 0.15, 0.06, -0.06, 0.10, 0.02, -0.16, 0.01, 0.02, 0.15]}

---

Entry 8:
{"formula": "C3H14N2O2S", "method": "ωB97M-V with the def2-TZVPD basis set", "charge": 1, "s2": 1.750, "multiplicity": 2, "homo_energy_ha": [-0.5090, -0.4970], "species": ["S", "O", "O", "N", "N", "C", "C", "C", "H", "H", "H", "H", "H", "H", "H", "H", "H", "H", "H", "H", "H", "H"], "coordinates": [[0.3063, -0.1423, -2.5995], [0.6801, 0.3864, 2.6420], [0.1819, 1.9600, 0.7263], [0.9115, -0.8718, 0.3853], [-1.6819, -0.0309, 1.4192], [-0.0023, -1.7040, -1.6869], [-1.4303, -0.3930, -0.0260], [-0.2950, -1.4002, -0.2045], [-0.8276, 0.0998, 1.9816], [-1.1741, 0.5475, -0.5560], [1.1336, -0.0253, -0.1623], [2.2097, 2.2084, -2.9104], [-0.8810, -2.1803, -2.2084], [0.9959, -0.7837, 1.4196], [0.7070, 2.7476, 0.6722], [-0.5505, -2.2157, 0.4799], [0.5403, 1.3326, 1.4726], [1.7933, 1.6841, -3.2707], [1.1352, 1.0539, 3.1852], [-2.3931, -0.8014, -0.3936], [-2.2801, 0.7963, 1.5209], [0.9211, -2.2680, -1.8864]], "lowdin_charge": [0.76, -0.31, -0.12, 0.28, 0.32, -0.47, -0.14, -0.40, 0.04, 0.10, 0.10, 0.05, 0.11, 0.10, 0.04, 0.16, -0.03, -0.05, 0.04, 0.16, 0.16, 0.09]}

---

Entry 9:
{"formula": "C3H14N3O2", "method": "ωB97M-V with the def2-TZVPD basis set", "charge": 1, "homo_energy_ha": -0.5199, "species": ["O", "O", "N", "N", "N", "C", "C", "C", "H", "H", "H", "H", "H", "H", "H", "H", "H", "H", "H", "H", "H", "H"], "coordinates": [[-2.8922, 0.9201, 0.4263], [1.5495, 1.7237, 0.7099], [1.4212, 0.0649, -2.2210], [-0.7032, 0.6007, -1.5401], [0.6002, -0.9177, -0.3243], [0.4440, -1.5011, 2.0233], [-0.3168, -0.9884, 0.8161], [0.4099, -0.0841, -1.3408], [1.1499, -1.7393, -0.5574], [2.4064, 1.6287, 0.2637], [-1.5075, 0.5334, -0.9230], [-0.7077, 0.0138, 0.9557], [2.1040, -0.6701, -2.3049], [-1.1379, -1.6727, 0.5900], [1.2937, -0.8540, 2.2433], [-0.6966, 1.4353, -2.1047], [1.2898, 0.6158, -3.0549], [1.5627, 2.6846, 0.8448], [-0.1880, -1.5413, 2.9014], [0.8327, -2.5130, 1.8463], [-3.7216, 0.4236, 0.3762], [-3.1925, 1.8370, 0.3744]], "lowdin_charge": [-0.05, -0.05, 0.19, 0.23, 0.08, -0.07, -0.23, -0.46, 0.17, 0.05, 0.08, 0.09, 0.13, 0.13, 0.08, 0.14, 0.13, 0.06, 0.08, 0.08, 0.07, 0.07]}

---

Entry 10:
{"formula": "C3H14N4O", "method": "ωB97M-V with the def2-TZVPD basis set", "homo_energy_ha": -0.2898, "species": ["O", "N", "N", "N", "N", "C", "C", "C", "H", "H", "H", "H", "H", "H", "H", "H", "H", "H", "H", "H", "H", "H"], "coordinates": [[-1.4210, 0.5247, -1.5244], [-1.2206, -0.7219, -2.2282], [0.7537, 0.7598, 0.2063], [0.7328, 2.0256, 0.8561], [-1.8280, 0.0731, 0.9161], [2.0613, 0.3405, -0.2850], [-0.3161, -1.8073, 0.8171], [-0.7314, -0.4783, 1.3586], [-1.7930, 0.2528, -0.3752], [1.3703, 1.9926, 1.6474], [2.7460, 0.1848, 0.5536], [-0.3508, -0.2177, 2.3476], [-2.0960, 0.9169, 1.4105], [-0.6742, -0.4729, -3.0521], [-0.5623, -1.8786, -0.2433], [1.0603, 2.7600, 0.2269], [-0.8435, -2.5898, 1.3653], [1.9422, -0.5966, -0.8265], [0.7545, -1.9546, 0.9557], [0.0462, 0.7890, -0.5767], [2.5068, 1.0850, -0.9590], [-2.1372, -0.9873, -2.5908]], "lowdin_charge": [-0.34, -0.08, -0.23, 0.01, 0.06, -0.10, -0.08, -0.26, 0.05, 0.07, 0.08, 0.12, 0.08, 0.06, 0.05, 0.07, 0.08, 0.07, 0.07, 0.08, 0.08, 0.06]}

---

Entry 11:
{"formula": "C3H14NO2", "method": "ωB97M-V with the def2-TZVPD basis set", "charge": 1, "homo_energy_ha": -0.5672, "species": ["O", "O", "N", "C", "C", "C", "H", "H", "H", "H", "H", "H", "H", "H", "H", "H", "H", "H", "H", "H"], "coordinates": [[-0.4692, -3.4548, -1.7928], [2.6102, -0.2609, 1.9052], [0.1042, -0.8950, 0.0146], [-0.9959, 0.1613, 0.0845], [-0.6360, 1.4211, -0.7010], [-0.3160, 2.6368, 0.1710], [0.1757, 1.2543, -1.4196], [-0.4108, -4.3704, -2.0868], [-0.2918, -1.7791, 0.1682], [2.1492, -0.4247, 2.7315], [0.5861, -0.7061, -0.8626], [0.7977, -0.8574, 0.7719], [-1.8386, -0.3651, -0.3599], [-1.4826, 1.6971, -1.3323], [-1.4084, -3.2710, -1.9301], [3.5394, -0.0776, 2.0527], [0.6702, 2.6623, 0.6360], [-0.6349, 3.6013, -0.2129], [-0.9452, 2.5566, 1.0608], [-1.2033, 0.4712, 1.1015]], "lowdin_charge": [-0.06, -0.05, 0.21, -0.12, -0.23, -0.09, 0.11, 0.05, 0.12, 0.05, 0.16, 0.13, 0.13, 0.12, 0.04, 0.06, 0.08, 0.08, 0.07, 0.12]}

---

Entry 12:
{"formula": "C3H14NO2", "method": "ωB97M-V with the def2-TZVPD basis set", "charge": 1, "homo_energy_ha": -0.5893, "species": ["O", "O", "N", "C", "C", "C", "H", "H", "H", "H", "H", "H", "H", "H", "H", "H", "H", "H", "H", "H"], "coordinates": [[2.6606, 0.1198, 0.3150], [-0.2062, 2.2367, 1.0665], [-0.0403, -0.1115, -0.5241], [-0.0414, 0.4283, -1.9236], [-1.2508, -1.4233, 1.1899], [-1.0629, -1.1665, -0.2788], [-0.7413, -2.0766, -0.7933], [0.8836, -0.4599, -0.2403], [0.2193, 1.9778, 1.8898], [-0.4098, -1.8927, 1.7108], [0.9959, 0.6054, -2.2089], [-0.5174, 1.4035, -1.9484], [-1.9809, -0.9519, -0.8210], [-2.0457, -2.1560, 1.3333], [-1.5866, -0.5332, 1.7244], [-0.5762, 3.1111, 1.2190], [3.0728, 0.8351, 0.8206], [-0.2112, 0.6531, 0.1416], [3.3972, -0.3210, -0.1229], [-0.5588, -0.2781, -2.5495]], "lowdin_charge": [-0.04, -0.03, -0.02, 0.02, -0.07, -0.20, 0.14, 0.12, 0.07, 0.09, 0.10, 0.10, 0.13, 0.09, 0.08, 0.07, 0.07, 0.10, 0.07, 0.10]}

---

Maximum force, respectively: 5.1; 3.6; 7.4; 4.7; 3.1; 1.8; 6.2; 3.3; 1.0; 1.5; 2.7; 1.2 eV/A.
Energy, respectively: -13558.7810; -8466.5782; -8344.0131; -10411.8369; -10412.6610; -10412.3797; -21245.3886; -21234.5191; -11898.6202; -11342.1294; -8916.7445; -8917.4159 eV.
Relative energy (zero: lowest compared OMol25 entry of this formula, charge and spin), respectively: 1.6770; 3.0502; 5.6455; 1.9541; 1.1301; 1.4114; 2.2792; 4.4210; 0.0000; 3.7786; 1.0412; 0.3699 eV.